(1)
Entry from the OMol25 dataset: a molecular structure, C29H26BBrN3O6RuS (ωB97M-V/def2-TZVPD).

Atoms and positions in Å:
Ru  -0.06273  0.11417  -0.19914
Br  2.36485  1.21488  -0.66195
C  2.80344  0.86976  1.15915
C  4.07256  0.54168  1.47373
C  4.33073  0.00655  2.76205
C  3.30452  -0.24938  3.61389
C  1.97249  0.10297  3.27964
C  0.87200  -0.22796  4.10571
C  -0.38556  0.10224  3.72949
C  -0.61150  0.90653  2.59019
C  0.41117  1.30794  1.76167
C  1.72039  0.77815  2.05910
H  4.85895  0.63263  0.73305
H  5.34294  -0.26630  3.03540
H  3.49211  -0.73312  4.56719
H  1.04647  -0.76749  5.02971
H  -1.22151  -0.20005  4.34968
H  -1.60824  1.26874  2.37957
O  1.14179  3.76111  1.38632
B  0.33344  2.68745  1.04015
O  -0.53434  3.03344  0.01279
C  -0.20999  4.32786  -0.32583
C  -0.73695  5.11461  -1.31972
C  -0.20039  6.39664  -1.43871
C  0.81533  6.84579  -0.59672
C  1.34240  6.02511  0.40250
C  0.80192  4.76745  0.50334
H  -1.51750  4.74204  -1.97310
H  -0.58051  7.05430  -2.21099
H  1.20843  7.84736  -0.72071
H  2.13279  6.35424  1.06636
C  3.43680  -2.78883  0.84791
N  2.48292  -3.60916  0.12633
C  2.96564  -4.83988  -0.47438
C  1.80992  -5.79340  -0.67520
C  0.75035  -5.11610  -1.51445
N  0.44230  -3.78515  -1.01405
C  -0.80180  -3.21221  -1.50446
C  1.29665  -3.03486  -0.25838
O  1.02067  -1.88686  0.09429
H  4.07171  -3.44221  1.44856
H  2.90770  -2.10822  1.50326
H  4.07071  -2.19777  0.17631
H  3.70644  -5.27053  0.19843
H  3.46768  -4.64422  -1.43122
H  1.39808  -6.07028  0.29820
H  2.14930  -6.70168  -1.17363
H  -0.17283  -5.69622  -1.50157
H  1.07599  -5.05387  -2.55924
H  -1.65226  -3.77898  -1.12037
H  -0.82266  -3.24350  -2.59572
H  -0.89723  -2.19019  -1.17816
O  -2.22491  0.48184  -4.15043
S  -2.41265  1.24747  -2.95074
O  -2.11824  2.65134  -2.98274
N  -1.68179  0.50913  -1.68370
C  -2.56005  -0.05220  -0.86346
O  -2.14783  -0.66592  0.14895
C  -3.98888  0.18169  -1.22174
C  -5.12694  -0.22394  -0.55898
C  -6.35572  0.19067  -1.06545
C  -6.42381  1.00067  -2.19723
C  -5.27000  1.40411  -2.86140
C  -4.06478  0.96752  -2.35185
H  -5.05186  -0.84205  0.32808
H  -7.27240  -0.11108  -0.57166
H  -7.38950  1.32873  -2.56378
H  -5.31626  2.03676  -3.74014

Properties
frontier orbital gap (alpha / beta) = 6.7 / 6.4 eV
multiplicity = 2
HOMO (alpha / beta) = -6.607 / -6.307 eV
expectation value of S² = 0.76
E_LUMO (alpha / beta) = 0.08 / 0.08 eV
energy above the lowest of the compared OMol25 structures with the same formula, charge and spin = 5.5 kcal/mol
largest force on an atom = 0.79 eV/Å

The natural (NBO) scheme yields these atomic charges, measured in e: 0.608, 0.192, -0.057, -0.256, -0.212, -0.179, -0.082, -0.179, -0.212, -0.141, -0.478, 0.042, 0.231, 0.220, 0.216, 0.212, 0.219, 0.227, -0.645, 1.103, -0.652, 0.278, -0.254, -0.216, -0.221, -0.240, 0.213, 0.257, 0.216, 0.214, 0.225, -0.400, -0.448, -0.202, -0.414, -0.200, -0.437, -0.407, 0.820, -0.716, 0.195, 0.237, 0.187, 0.206, 0.182, 0.212, 0.221, 0.205, 0.185, 0.192, 0.195, 0.250, -0.929, 2.313, -0.941, -0.892, 0.611, -0.633, -0.157, -0.164, -0.204, -0.192, -0.211, -0.219, 0.232, 0.218, 0.219, 0.235

=====

(2)
Entry from the OMol25 dataset: a gas-phase ion, C4H6ClN2O2S (charge +1) (ωB97M-V/def2-TZVPD).

Atoms and positions in Å:
C  -0.28548  1.28247  0.01850
N  0.09820  -0.06893  0.06870
C  -0.26673  -1.10841  0.89454
C  0.76912  -2.11377  0.65678
N  1.63518  -1.74963  -0.23746
C  1.24426  -0.46398  -0.56266
S  2.86220  0.38662  0.17441
O  2.63963  0.12476  1.57858
O  2.76618  1.68217  -0.39507
Cl  4.39218  -0.49795  -0.61698
H  0.15559  1.82196  -0.77816
H  -1.33627  1.36427  0.07971
H  0.18467  1.84213  0.79853
H  -1.14201  -1.08552  1.61956
H  0.74954  -3.04867  1.27395
H  1.44360  -0.27011  -1.64560

Properties
frontier orbital gap = 9.0 eV
multiplicity = 1
HOMO = -15.503 eV
charge = +1
E_LUMO = -6.55 eV
energy above the lowest of the compared OMol25 structures with the same formula, charge and spin = 46.2 kcal/mol
largest force on an atom = 4.70 eV/Å

The natural (NBO) scheme yields these atomic charges, measured in e: -0.443, -0.254, 0.165, 0.010, -0.302, -0.122, 2.036, -0.845, -0.855, -0.002, 0.260, 0.248, 0.254, 0.287, 0.258, 0.304

=====

(3)
Entry from the OMol25 dataset: BrH2O2P in the gas phase (ωB97M-V/def2-TZVPD).

Atoms and positions in Å:
O  0.73225  -1.16377  -0.32350
P  0.18353  -0.02196  0.64705
O  0.62423  1.20680  -0.26628
Br  -2.45909  -0.01518  -0.01511
H  0.67004  -2.06466  0.00000
H  0.24904  2.05877  -0.04216

Properties
frontier orbital gap = 9.0 eV
multiplicity = 1
HOMO = -9.410 eV
E_LUMO = -0.38 eV
energy above the lowest of the compared OMol25 structures with the same formula, charge and spin = 10.5 kcal/mol
largest force on an atom = 1.98 eV/Å

The natural (NBO) scheme yields these atomic charges, measured in e: -0.988, 1.489, -0.993, -0.556, 0.522, 0.526

=====

(4)
Entry from the OMol25 dataset: a molecular structure, C14H17INO7P2S4SbTc (ωB97M-V/def2-TZVPD).

Atoms and positions in Å:
Tc  1.08049  -1.11222  0.66352
I  2.17997  3.02308  1.43813
C  0.46228  3.29906  0.26356
C  -0.26976  4.37413  0.69290
C  -1.41854  4.81930  0.00770
C  -1.80259  4.17350  -1.12132
C  -1.08309  3.04558  -1.59261
C  -1.54776  2.42222  -2.77930
C  -0.91038  1.33540  -3.28831
C  0.20153  0.81610  -2.60055
C  0.68370  1.36817  -1.43797
C  0.06540  2.55305  -0.90081
H  0.05214  4.90371  1.57810
H  -1.96363  5.67881  0.37617
H  -2.66554  4.50296  -1.68779
H  -2.42032  2.84083  -3.26720
H  -1.25711  0.86021  -4.19767
H  0.71099  -0.06567  -2.97286
O  -0.07850  0.02202  4.66619
P  0.14552  -0.80551  3.33238
O  -0.94695  -1.74144  3.03097
O  0.56133  0.18406  2.21117
O  1.49280  -1.67425  3.63665
P  2.99662  -1.17704  3.24233
O  2.93984  0.30966  3.88864
O  4.07743  -1.95347  3.85194
O  2.91849  -1.07492  1.70994
H  0.66052  0.63167  4.79308
H  3.82401  0.55270  4.17632
S  5.80508  -4.10381  -1.23757
Sb  4.58776  -2.24717  -1.14647
S  2.19876  -2.96864  -0.46723
S  2.05745  0.49007  -0.73575
S  2.55249  -2.71610  -2.53160
C  -1.91164  -3.24228  0.16419
C  -1.53166  -2.03992  -0.70388
C  -1.29162  -2.47205  -2.14745
C  -2.58115  -0.93555  -0.60363
N  -0.29947  -1.49707  -0.15204
H  -2.91206  -3.57197  -0.12366
H  -1.89885  -2.97561  1.21995
H  -1.20879  -4.06189  0.00462
H  -2.16531  -3.03035  -2.48864
H  -0.41219  -3.11291  -2.22216
H  -1.14497  -1.61378  -2.80280
H  -3.52078  -1.30519  -1.01941
H  -2.27345  -0.05000  -1.15912
H  -2.73849  -0.65744  0.43935

Properties
frontier orbital gap = 6.7 eV
multiplicity = 1
HOMO = -5.248 eV
charge = -1
E_LUMO = 1.43 eV
energy above the lowest of the compared OMol25 structures with the same formula, charge and spin = 2.8 kcal/mol
largest force on an atom = 1.41 eV/Å

The natural (NBO) scheme yields these atomic charges, measured in e: 0.863, 0.188, -0.134, -0.251, -0.214, -0.179, -0.081, -0.181, -0.225, -0.215, -0.178, -0.024, 0.222, 0.211, 0.204, 0.205, 0.213, 0.241, -0.983, 2.523, -1.118, -1.056, -1.098, 2.561, -1.021, -1.102, -1.106, 0.515, 0.507, -0.813, 1.007, -0.195, 0.034, -0.428, -0.618, 0.060, -0.606, -0.605, -0.138, 0.206, 0.262, 0.219, 0.211, 0.237, 0.216, 0.208, 0.224, 0.234

=====

(5)
Entry from the OMol25 dataset: a molecular structure, C4H5O2Pb (ωB97M-V/def2-TZVPD).

Atoms and positions in Å:
C  0.59773  -1.60175  -0.52312
C  -0.27449  -0.58472  0.10131
C  0.19024  0.71452  -0.02305
C  -0.30746  1.82405  0.66163
O  -1.53053  2.15375  0.79770
Pb  -2.85127  3.49016  1.57051
H  1.65013  -1.44493  -0.20856
H  0.58397  -1.44915  -1.62201
H  0.53469  0.91064  -1.08185
H  0.42960  2.46051  1.18063
O  0.19411  -2.92707  -0.20641
H  0.78327  -3.54601  -0.64677

Properties
frontier orbital gap (alpha / beta) = 8.1 / 5.7 eV
multiplicity = 1
HOMO (alpha / beta) = -13.332 / -11.045 eV
charge = +1
E_LUMO (alpha / beta) = -5.23 / -5.31 eV
energy above the lowest of the compared OMol25 structures with the same formula, charge and spin = 55.3 kcal/mol
largest force on an atom = 4.63 eV/Å

The natural (NBO) scheme yields these atomic charges, measured in e: -0.217, 0.361, -0.523, 0.477, -0.760, 0.989, 0.211, 0.216, 0.282, 0.173, -0.694, 0.485